No. 1
{
  "formula": "C3H9N2O",
  "method": "ωB97M-V with the def2-TZVPD basis set",
  "de_lowest_kj_mol": 543.7,
  "gap_ev": 8.5,
  "total_charge": 1,
  "largest_force_ev_per_a": 4.79,
  "e_homo_ev": -14.59,
  "elements": ["H", "H", "N", "H", "C", "H", "O", "N", "H", "H", "C", "H", "C", "H", "H"],
  "xyz": [[0.87069, -2.18116, -0.98777], [0.03009, 1.95216, 1.81494], [0.88327, 0.34717, -0.30202], [-0.93518, -2.00588, -1.33525], [0.03516, -1.52736, -1.34652], [1.40204, 0.80543, 2.11368], [1.94984, 0.43614, -0.70195], [0.89214, 1.40876, 1.43344], [1.61860, 2.02771, 0.97963], [0.31766, -1.24021, -2.36361], [-0.11825, -0.34282, -0.51778], [-2.07606, -0.87368, 0.01523], [-1.44166, -0.00435, 0.15404], [-1.86317, 1.03598, -0.17096], [-1.56518, 0.16212, 1.21490]],
  "forces_ev_per_angstrom": [[-0.8, 0.4, -0.1], [2.3, -1.3, -0.7], [-0.3, -0.1, 0.9], [0.2, -0.5, -0.3], [0.9, -0.9, -1.1], [-1.0, 0.6, -0.4], [3.9, 1.0, -0.8], [-0.1, 1.3, -0.6], [-1.3, -0.4, 1.1], [-0.2, -0.1, -0.1], [-3.8, 0.6, 2.9], [-0.6, 0.5, -0.6], [-0.8, 1.5, -0.6], [0.5, -2.2, -0.4], [1.3, -0.3, 0.7]]
}


No. 2
{
  "formula": "C26H27Cl2N4O4PS3SnTe",
  "method": "ωB97M-V with the def2-TZVPD basis set",
  "de_lowest_kj_mol": 33.9,
  "gap_ev": 5.9,
  "total_charge": -2,
  "largest_force_ev_per_a": 0.17,
  "e_homo_ev": -2.06,
  "elements": ["C", "H", "C", "C", "Cl", "S", "C", "H", "H", "C", "H", "C", "C", "H", "C", "H", "C", "H", "O", "H", "S", "H", "H", "C", "C", "C", "C", "S", "H", "H", "H", "N", "O", "C", "Cl", "H", "H", "O", "C", "C", "H", "H", "Sn", "C", "H", "C", "C", "C", "N", "N", "H", "H", "P", "C", "C", "Te", "H", "C", "C", "H", "N", "H", "H", "H", "C", "H", "H", "O", "C"],
  "xyz": [[-2.00130, -2.09583, 2.32487], [-4.84229, -4.83807, -3.37286], [-1.56830, -4.08117, -3.00031], [-0.49503, 3.10493, -0.23491], [-1.60142, 3.18931, 4.78892], [-3.14294, -3.24183, 2.74698], [1.61965, 0.82507, 4.36356], [4.91446, -1.03275, 4.86824], [-4.82637, -4.33273, -0.94620], [1.72639, 1.88289, 6.54185], [4.95899, -1.18184, -3.05189], [2.81702, -1.07658, -2.83236], [3.51695, 0.31444, 5.76104], [-0.75349, 1.70180, -3.79348], [-2.74615, -4.45846, -3.62252], [-2.88751, 1.18627, -0.24647], [-3.91897, -4.55172, -2.88343], [-2.75032, -4.67114, -4.68404], [-0.25238, 1.30907, 2.94960], [1.59558, 2.82966, 0.08255], [-2.28207, -0.93081, 1.05940], [-1.84696, -0.04073, -2.26350], [-3.73011, 3.87799, -2.70161], [-1.34350, -0.30690, -3.19237], [-1.56954, -3.79892, -1.63527], [3.98540, -0.48855, 4.76126], [-3.45191, 2.85834, -2.43684], [-0.44261, -1.99197, 3.05976], [-0.87200, -1.27830, -3.04446], [-2.73650, -3.65868, 0.16842], [-3.16209, 2.33945, -3.35382], [2.11145, 0.02964, 3.39054], [2.71907, 1.47154, -1.32383], [4.20916, -1.24775, -2.26059], [2.52578, 2.15323, 8.07857], [-4.33417, 2.35768, -2.03407], [-2.08870, -0.40201, -3.98743], [2.70171, 0.17149, -3.53538], [0.36122, 1.48231, 4.05911], [0.81104, 3.54835, 0.33218], [2.59506, -1.85797, -3.56497], [-0.93019, 4.48243, -1.93713], [0.22802, -0.08722, 1.33424], [3.24051, -0.60001, 3.57141], [-0.64795, -3.99352, -3.56302], [2.30124, 1.01338, 5.58860], [-0.33844, -3.40482, -0.99992], [0.55201, 2.52519, 6.27477], [-1.12490, 2.04854, 0.25440], [0.65966, -3.13075, -0.50034], [2.07015, -1.13908, -2.03739], [0.73885, 3.63706, 1.41760], [2.09036, 1.40897, -2.66347], [-2.33548, 2.85692, -1.44794], [-1.22407, 3.65706, -1.31051], [2.11568, 3.31141, -4.09684], [0.26807, 0.41272, -4.43236], [-2.74168, -3.89108, -0.88942], [-0.30466, 0.73283, -3.55574], [0.12056, 3.19426, 7.00699], [-2.23445, 1.91405, -0.49041], [1.09833, 4.51022, -0.09207], [4.29501, -2.22182, -1.77191], [4.06396, 0.42848, 6.68751], [-0.11439, 2.33292, 5.06081], [4.39547, -0.46351, -1.52839], [3.58426, -1.22503, 2.75344], [0.56524, 0.89233, -2.44281], [-3.91349, -4.27067, -1.52438]],
  "forces_ev_per_angstrom": [[0.1, 0.1, -0.1], [0.0, 0.0, 0.0], [0.0, 0.0, 0.0], [0.0, 0.0, 0.0], [0.0, 0.0, 0.0], [0.0, 0.0, 0.0], [0.0, 0.0, -0.1], [0.0, 0.0, 0.0], [0.0, 0.0, 0.0], [0.0, 0.0, 0.0], [0.0, 0.0, 0.0], [0.0, 0.0, 0.0], [0.0, 0.0, 0.0], [0.0, 0.0, 0.0], [0.0, 0.0, 0.0], [0.0, 0.0, 0.0], [0.0, 0.0, 0.0], [0.0, 0.0, 0.0], [0.1, 0.1, 0.1], [0.0, 0.0, 0.0], [0.0, 0.0, 0.0], [0.0, 0.0, 0.0], [0.0, 0.0, 0.0], [0.0, 0.0, 0.0], [0.0, 0.0, 0.0], [0.0, 0.0, 0.0], [0.0, 0.0, 0.0], [0.0, 0.0, 0.0], [0.0, 0.0, 0.0], [0.0, 0.0, 0.0], [0.0, 0.0, 0.0], [0.0, 0.0, -0.1], [0.0, 0.0, 0.0], [0.0, 0.0, 0.0], [0.0, 0.0, 0.0], [0.0, 0.0, 0.0], [0.0, 0.0, 0.0], [0.0, 0.0, 0.0], [0.0, 0.0, 0.0], [0.0, 0.0, 0.0], [0.0, 0.0, 0.0], [0.0, 0.0, 0.0], [-0.2, 0.0, 0.1], [0.0, 0.0, 0.0], [0.0, 0.0, 0.0], [0.0, 0.0, 0.0], [0.0, -0.1, 0.1], [0.0, 0.0, 0.0], [0.1, 0.1, 0.0], [0.1, 0.0, -0.1], [0.0, 0.0, 0.0], [0.0, 0.0, 0.0], [0.1, 0.0, -0.1], [0.0, 0.0, 0.0], [0.0, 0.0, 0.0], [0.0, -0.1, 0.0], [0.0, 0.0, 0.0], [0.1, 0.0, 0.0], [0.0, -0.1, 0.0], [0.0, 0.0, 0.0], [0.0, -0.1, 0.0], [0.0, 0.0, 0.0], [0.0, 0.0, 0.0], [0.0, 0.0, 0.0], [0.0, 0.0, 0.0], [0.0, 0.0, 0.0], [0.0, 0.0, 0.0], [-0.1, 0.1, 0.1], [0.0, 0.0, 0.0]]
}


No. 3
{
  "formula": "CH4I2N2",
  "method": "ωB97M-V with the def2-TZVPD basis set",
  "de_lowest_kj_mol": 101.6,
  "gap_ev": 7.5,
  "total_charge": 0,
  "largest_force_ev_per_a": 3.52,
  "e_homo_ev": -8.76,
  "elements": ["I", "N", "C", "N", "H", "H", "H", "H", "I"],
  "xyz": [[2.72731, -2.00474, 0.06400], [1.03854, 0.61715, -0.23945], [-0.05683, -0.20431, 0.19777], [2.30279, 0.02545, 0.36818], [-0.91372, 0.33538, -0.25708], [1.08135, 0.61907, -1.22078], [-0.15304, 0.13550, 1.24060], [-0.02132, -1.35133, -0.12854], [3.85381, 1.44926, -0.01459]],
  "forces_ev_per_angstrom": [[0.2, 0.3, -0.4], [2.6, -1.7, 1.7], [-1.0, 0.4, -0.4], [-1.2, 2.2, -0.3], [0.1, -0.8, -0.1], [0.5, -0.1, -1.7], [-0.1, -1.6, 0.1], [-0.1, 2.4, 1.1], [-0.8, -1.1, 0.0]]
}


No. 4
{
  "formula": "C35H44CsN4O4Te",
  "method": "ωB97M-V with the def2-TZVPD basis set",
  "gap_ev": [6.6, 7.3],
  "total_charge": 0,
  "spin_multiplicity": 2,
  "largest_force_ev_per_a": 3.77,
  "e_homo_ev": [-6.51, -7.34],
  "elements": ["H", "H", "H", "N", "H", "C", "H", "C", "C", "O", "H", "H", "H", "H", "H", "H", "H", "C", "H", "C", "C", "N", "C", "C", "H", "H", "C", "H", "H", "C", "H", "H", "C", "C", "O", "C", "C", "C", "C", "H", "C", "C", "N", "H", "H", "Cs", "H", "C", "C", "H", "H", "N", "H", "C", "H", "C", "C", "H", "C", "O", "C", "H", "C", "H", "H", "C", "H", "H", "H", "H", "H", "Te", "C", "C", "C", "H", "C", "H", "H", "O", "H", "C", "H", "H", "C", "C", "H", "H", "C"],
  "xyz": [[-0.67456, 3.18641, -2.45772], [1.18319, 2.00963, -3.36195], [0.10150, 0.27638, -4.43914], [3.20197, -0.15024, 3.41223], [-1.28076, -8.34845, 4.85710], [-0.91028, -6.67482, 3.54242], [-2.44622, -6.20752, -0.67357], [1.78647, -0.04007, 5.34447], [-0.86234, -6.56002, -3.58524], [0.67065, 0.21941, -2.44691], [-1.59013, 0.20229, 5.43544], [2.66745, -0.07889, 5.97559], [5.63865, 0.40382, 2.65378], [-1.24719, 0.13091, -3.27904], [2.02824, -11.34246, -2.29717], [6.49338, 0.28763, 0.33239], [-1.14571, 1.67095, -1.69027], [0.42384, -5.16764, 2.17196], [2.57028, -0.88041, -0.90723], [-1.30601, -6.54714, 1.14118], [4.98679, 0.11664, 1.83522], [2.80635, -0.53355, 1.11311], [-0.58271, 0.11609, 5.05088], [0.22001, -7.25286, -2.77760], [0.13227, 4.85101, -0.99861], [-3.25660, -2.20553, -2.47697], [-2.15605, -2.60137, -0.68110], [-0.51482, -6.35324, -4.60042], [2.97864, -9.23270, -0.91563], [0.80796, -6.71900, -1.62600], [4.91837, -0.37334, -1.51348], [-3.48002, -3.83184, -1.81184], [0.87922, 1.62582, -2.38402], [3.28568, -0.58608, -0.14029], [-0.02683, 2.84496, -0.50886], [-1.26507, -7.25703, 4.88998], [3.64266, -0.18915, 2.07770], [-0.26053, -5.60138, 1.02993], [4.59051, -0.30632, -0.48431], [-1.17345, 0.06704, 2.99535], [2.50945, -6.91342, 0.29302], [0.08574, -5.72508, 3.40824], [-1.14250, -3.16037, -0.11639], [1.90905, -7.10531, 1.18856], [-3.04375, -7.52277, 0.34169], [-0.58321, -0.64958, 0.64813], [1.70920, 1.76136, -1.69136], [1.51919, -4.11622, 2.17804], [1.81849, -7.43494, -0.95386], [2.67798, -5.83647, 0.24590], [-2.25713, -6.92787, 5.21033], [0.86645, -0.06727, 3.14245], [2.44306, -4.53107, 2.58948], [5.45681, 0.05231, 0.54264], [1.74469, -3.72026, 1.19488], [-2.85023, 0.02305, -1.10688], [1.61975, -9.23884, -2.57743], [0.40836, 0.11443, 6.96562], [-2.14201, -7.03007, -0.02355], [-2.71583, -1.58840, -0.07858], [-0.32756, 2.37494, -1.81111], [3.47656, -7.39978, 0.42583], [0.64023, -8.50895, -3.23148], [1.23172, -3.27044, 2.81111], [-1.17610, -5.62034, -3.14454], [0.67917, 4.06398, -0.46719], [-1.59030, -7.74130, -0.63960], [-0.54916, -6.95259, 5.65422], [1.67747, 3.97518, -0.91072], [3.10238, -10.55053, -3.44375], [-1.74705, -7.19668, -3.67013], [0.22153, -4.73688, -0.84548], [-1.59883, -7.06562, 2.39620], [-0.21530, -0.16184, -3.48742], [0.52853, 0.06728, 5.88947], [-0.17629, -1.24716, -3.56649], [2.06966, -10.58839, -3.08614], [0.62654, -5.39199, 4.29230], [0.17766, -8.92303, -4.12595], [-2.91360, 0.82664, -0.29557], [-2.40402, -7.79392, 2.48354], [2.19943, -8.68100, -1.44027], [-1.98274, -3.44250, -2.67040], [0.78739, 4.34947, 0.57677], [-0.34435, 0.03725, 3.69814], [-2.74553, -3.04336, -2.00392], [3.93521, -0.04305, 4.08686], [1.44388, -10.92889, -3.91161], [1.91442, -0.09253, 3.94775]],
  "forces_ev_per_angstrom": [[0.1, 0.1, 0.0], [0.0, -0.1, -0.2], [0.0, 0.0, 0.0], [-0.3, 0.0, -0.3], [0.0, 0.0, 0.0], [0.0, -0.1, 0.0], [0.0, 0.1, 0.0], [0.1, 0.0, 0.1], [0.1, -0.2, 0.1], [0.0, 0.1, 0.0], [0.1, 0.0, 0.0], [-0.1, 0.0, 0.0], [0.0, 0.0, -0.1], [0.0, 0.0, 0.0], [0.0, 0.0, 0.0], [0.0, 0.0, 0.0], [0.0, 0.1, -0.1], [-0.1, 0.1, 0.0], [0.0, 0.1, 0.1], [0.2, 0.1, 0.0], [0.2, 0.0, 0.1], [0.0, -0.1, -0.3], [0.0, 0.0, 0.1], [0.1, -0.1, 0.0], [0.0, 0.0, 0.0], [0.0, 0.0, 0.0], [-0.5, -0.4, 0.0], [0.0, 0.0, 0.0], [-0.1, 0.0, -0.1], [0.0, 0.0, 0.1], [0.0, 0.0, 0.1], [0.1, 0.1, 0.0], [-0.1, -0.2, 0.0], [-0.3, -0.1, 0.1], [-0.4, 0.1, 0.3], [0.0, 0.0, -0.1], [-0.3, 0.0, 0.3], [-0.2, 0.0, 0.1], [0.0, 0.0, 0.0], [0.0, 0.1, 0.5], [-0.1, -0.2, -0.1], [0.1, 0.1, 0.0], [-0.4, -0.4, -0.1], [0.1, 0.0, -0.1], [0.0, 0.0, 0.0], [3.3, 1.6, 0.6], [0.1, 0.0, 0.0], [-0.2, -0.1, 0.2], [0.0, 0.0, 0.0], [0.0, 0.0, 0.0], [0.0, 0.0, 0.0], [-0.1, 0.1, 0.3], [0.0, 0.0, 0.0], [0.1, 0.1, 0.0], [0.0, 0.0, -0.1], [-0.6, 0.5, -1.4], [0.0, 0.0, 0.0], [0.0, 0.0, -0.1], [0.2, 0.1, 0.0], [-1.7, -1.9, -0.4], [0.4, -0.1, 0.2], [0.0, 0.0, 0.0], [0.0, 0.0, 0.0], [0.0, -0.1, 0.0], [0.0, 0.1, 0.1], [0.0, -0.1, -0.2], [0.1, 0.0, 0.0], [0.0, 0.0, 0.0], [0.0, 0.0, 0.0], [-0.1, 0.0, 0.0], [0.1, 0.0, 0.0], [0.2, -0.5, -0.3], [0.0, 0.0, 0.1], [0.1, 0.0, 0.0], [0.0, 0.0, 0.1], [0.0, 0.0, 0.0], [0.0, 0.1, 0.0], [0.0, 0.0, -0.1], [0.0, 0.0, 0.1], [-0.4, 0.7, 0.5], [0.1, 0.1, 0.0], [0.0, 0.0, 0.0], [0.0, 0.0, 0.0], [0.0, 0.0, 0.0], [0.0, 0.1, 0.1], [-0.1, 0.0, 0.0], [0.1, 0.0, 0.1], [0.0, 0.0, 0.0], [0.3, 0.0, -0.2]]
}